*i*
Computed, not measured: a single C7H12 molecule, with ωB97M-V with the def2-TZVPD basis set.

Computed properties:
Structure (SMILES) ... C[C@H]1[C@H]2CCC[C@@H]12
Orbital gap ... 10.8 eV

CARTESIAN COORDINATES (ANGSTROEM)
C  -1.89  0.12  0.57
C  -1.19  -0.56  -0.60
C  -0.05  0.02  -1.41
C  0.78  1.16  -0.84
C  1.27  0.70  0.55
C  1.14  -0.84  0.56
C  0.17  -1.21  -0.55
H  -2.44  1.01  0.24
H  -2.61  -0.57  1.02
H  -1.20  0.43  1.36
H  -1.89  -1.11  -1.22
H  -0.12  -0.07  -2.49
H  1.63  1.34  -1.51
H  0.21  2.10  -0.79
H  2.30  1.02  0.74
H  0.65  1.15  1.33
H  0.82  -1.21  1.54
H  2.11  -1.30  0.35
H  0.28  -2.19  -1.00

Here are the Mulliken charges for atoms 1 to 8, given in e: C -1.43; C 0.07; C -0.29; C -0.74; C -0.75; C -0.78; C -0.21; H 0.28

=====

*ii*
Computed, not measured: a single C7H12 molecule, with ωB97M-V with the def2-TZVPD basis set.

Computed properties:
Structure (SMILES) ... CC#CCCCC
Orbital gap ... 9.7 eV

CARTESIAN COORDINATES (ANGSTROEM)
C  -4.11  -0.57  0.32
C  -2.87  0.09  -0.02
C  -1.69  0.27  0.21
C  -0.38  0.82  -0.02
C  0.78  -0.15  0.10
C  2.08  0.52  -0.34
C  3.28  -0.42  -0.22
H  -3.40  -0.96  1.10
H  -4.48  -1.31  -0.40
H  -4.93  0.06  0.70
H  -0.25  1.68  0.66
H  -0.44  1.22  -1.04
H  0.87  -0.49  1.14
H  0.59  -1.04  -0.51
H  2.25  1.43  0.25
H  1.97  0.85  -1.39
H  3.40  -0.74  0.82
H  3.13  -1.31  -0.83
H  4.20  0.07  -0.54

Here are the Mulliken charges for atoms 1 to 8, given in e: C -0.91; C 0.41; C -0.41; C -0.54; C -0.53; C -0.33; C -1.24; H 0.25

=====

*iii*
Computed, not measured: a single C7H12 molecule, with ωB97M-V with the def2-TZVPD basis set.

Computed properties:
Structure (SMILES) ... C[C@H]1[C@H]2CCC[C@@H]12
Orbital gap ... 10.8 eV

CARTESIAN COORDINATES (ANGSTROEM)
C  1.48  -0.78  -1.10
C  0.00  -1.10  -0.97
C  -0.83  -1.10  0.29
C  -0.38  -0.39  1.56
C  0.02  1.04  1.17
C  -0.71  1.33  -0.15
C  -1.06  -0.02  -0.76
H  2.11  -1.59  -0.75
H  1.73  -0.59  -2.15
H  1.74  0.12  -0.54
H  -0.27  -1.94  -1.62
H  -1.48  -1.97  0.44
H  -1.24  -0.36  2.24
H  0.43  -0.91  2.08
H  -0.23  1.76  1.96
H  1.10  1.11  1.01
H  -0.13  1.99  -0.82
H  -1.65  1.88  0.04
H  -1.93  0.07  -1.40

Here are the Mulliken charges for atoms 1 to 8, given in e: C -1.40; C 0.08; C -0.26; C -0.70; C -0.77; C -0.74; C -0.27; H 0.31

=====

*iv*
Computed, not measured: a single C7H12 molecule, with ωB97M-V with the def2-TZVPD basis set.

Computed properties:
Structure (SMILES) ... C=C(C)C/C=C/C
Orbital gap ... 10.2 eV

CARTESIAN COORDINATES (ANGSTROEM)
C  1.32  -0.80  1.75
C  1.41  -0.25  0.53
C  1.91  1.16  0.33
C  0.80  -0.88  -0.70
C  -0.52  -0.31  -1.11
C  -1.65  -0.49  -0.42
C  -2.84  0.43  -0.41
H  1.75  -0.31  2.61
H  1.20  -1.88  1.78
H  2.97  1.24  0.07
H  1.71  1.84  1.15
H  1.35  1.60  -0.51
H  1.46  -0.55  -1.52
H  0.89  -1.96  -0.66
H  -0.61  0.37  -1.95
H  -1.62  -1.17  0.42
H  -3.33  0.49  -1.40
H  -3.64  0.01  0.19
H  -2.58  1.45  -0.16

Here are the Mulliken charges for atoms 1 to 8, given in e: C -1.03; C 0.94; C -1.27; C -1.25; C -0.16; C -0.07; C -1.15; H 0.34

=====

The structure with the most favorable energy is *i*; the runner-up is 0.121 eV above it.

=====

*i*
Computed, not measured: a single C7H12 molecule, with ωB97M-V with the def2-TZVPD basis set.

Computed properties:
Structure (SMILES) ... C=C(C)C/C=C/C
Orbital gap ... 9.7 eV

CARTESIAN COORDINATES (ANGSTROEM)
C  1.57  -1.29  1.42
C  1.41  -0.57  0.29
C  2.29  0.63  0.13
C  0.33  -1.01  -0.69
C  -0.71  0.03  -0.94
C  -1.51  0.69  -0.10
C  -2.97  1.00  -0.17
H  2.39  -1.03  2.08
H  0.95  -2.10  1.76
H  1.79  1.30  -0.59
H  3.15  0.38  -0.51
H  2.72  1.09  1.02
H  0.81  -1.46  -1.57
H  -0.12  -1.91  -0.26
H  -1.02  0.28  -1.97
H  -1.02  0.89  0.88
H  -3.44  0.02  -0.29
H  -3.38  1.58  0.64
H  -3.23  1.49  -1.12

Here are the Mulliken charges for atoms 1 to 8, given in e: C -1.07; C 0.89; C -1.30; C -0.69; C -0.45; C 0.09; C -1.15; H 0.28

=====

*ii*
Computed, not measured: a molecular structure, C7H12, with ωB97M-V with the def2-TZVPD basis set.

Computed properties:
Orbital gap ... 8.5 eV

CARTESIAN COORDINATES (ANGSTROEM)
C  0.43  -2.33  -0.90
C  0.40  -0.93  -0.38
C  -0.48  0.16  -1.06
C  -0.54  0.77  0.32
C  1.19  1.65  0.51
C  -1.05  1.97  0.81
C  -0.32  -0.59  0.96
H  0.90  -2.34  -1.89
H  -0.57  -2.76  -0.98
H  1.03  -2.96  -0.23
H  1.39  -0.50  -0.30
H  -0.07  0.81  -1.83
H  -1.43  -0.28  -1.43
H  1.40  2.54  -0.09
H  1.57  1.83  1.53
H  -1.49  2.69  0.12
H  -1.35  2.05  1.85
H  -1.22  -1.21  1.08
H  0.23  -0.57  1.90

Here are the Mulliken charges for atoms 1 to 8, given in e: C -1.55; C 0.46; C -0.76; C 0.61; C -0.83; C -0.85; C -0.77; H 0.37

=====

*iii*
Computed, not measured: a single C7H12 molecule, with ωB97M-V with the def2-TZVPD basis set.

Computed properties:
Structure (SMILES) ... C=CC(=C)CCC
Orbital gap ... 10.0 eV

CARTESIAN COORDINATES (ANGSTROEM)
C  -2.55  -1.13  -0.96
C  -1.71  -1.45  0.01
C  -0.53  -0.57  0.40
C  -0.36  -0.49  1.73
C  0.15  0.04  -0.79
C  1.08  1.20  -0.62
C  2.27  0.99  0.44
H  -2.33  -0.21  -1.51
H  -3.44  -1.69  -1.29
H  -1.81  -2.32  0.63
H  0.32  0.27  2.07
H  -1.02  -0.97  2.41
H  0.65  -0.85  -1.21
H  -0.54  0.42  -1.51
H  0.52  2.12  -0.30
H  1.47  1.64  -1.56
H  2.55  -0.06  0.65
H  2.08  1.58  1.33
H  3.19  1.49  0.11

Here are the Mulliken charges for atoms 1 to 8, given in e: C -0.62; C -0.64; C 0.77; C -0.92; C -0.28; C -0.67; C -1.25; H 0.21

=====

*iv*
Computed, not measured: 2 unconnected molecules or ions with the total composition C7H12, with ωB97M-V with the def2-TZVPD basis set.

Computed properties:
Orbital gap (alpha / beta) ... 8.4 / 8.4 eV

CARTESIAN COORDINATES (ANGSTROEM)
C  -1.74  0.80  0.23
C  -1.23  -0.61  -0.02
C  -0.19  -0.72  -1.17
C  0.89  -0.88  -0.11
C  2.21  -0.74  -0.12
C  0.72  2.59  0.46
C  -0.14  -1.09  0.98
H  -2.36  1.16  -0.60
H  -0.92  1.54  0.35
H  -2.33  0.85  1.15
H  -2.08  -1.30  -0.12
H  -0.31  -1.61  -1.79
H  -0.11  0.16  -1.83
H  2.75  -0.52  -1.03
H  2.79  -0.84  0.80
H  1.14  2.21  -0.50
H  1.21  1.91  1.18
H  -0.03  -0.48  1.89
H  -0.25  -2.14  1.27

Here are the Mulliken charges for atoms 1 to 8, given in e: C -0.98; C 0.36; C -0.72; C 0.34; C -0.89; C -0.54; C -0.72; H 0.35

=====

The structure with the most favorable energy is *iii*; the runner-up is 0.422 eV above it.